(1)
DFT (wB97M-V/def2-TZVPD) results for an isolated molecule of C3H3ClN2.

net charge	0
structure (SMILES)	N#C/C(Cl)=C\N
energy	-18660.50603	eV
multiplicity	1
energy relative to the best compared isomer or geometry (same formula, charge and spin)	1.4824	eV
HOMO level	-8.4	eV
gap between HOMO and LUMO	8.90	eV

Atoms and positions in Å:
N (-0.52, 2.59, -0.06)
C (0.15, 1.60, 0.18)
C (0.99, 0.42, 0.04)
Cl (2.66, 0.37, 0.03)
C (0.26, -0.75, 0.01)
N (-1.04, -0.83, 0.10)
H (0.79, -1.66, -0.11)
H (-1.60, -1.78, -0.17)
H (-1.70, 0.04, 0.00)

---

(2)
DFT (wB97M-V/def2-TZVPD) results for an isolated molecule of C3H3ClN2O.

net charge	0
structure (SMILES)	ClCc1ncno1
energy	-20707.44275	eV
multiplicity	1
energy relative to the best compared isomer or geometry (same formula, charge and spin)	2.0964	eV
HOMO level	-10.5	eV
gap between HOMO and LUMO	10.63	eV

Atoms and positions in Å:
Cl (2.83, -0.51, -0.46)
C (1.53, 0.31, 0.36)
C (0.13, 0.00, 0.05)
N (-0.92, 0.87, -0.26)
C (-1.91, -0.03, -0.57)
N (-1.66, -1.23, -0.14)
O (-0.31, -1.27, 0.19)
H (1.85, 0.22, 1.49)
H (1.47, 1.33, 0.16)
H (-2.99, 0.31, -0.82)

---

(3)
DFT (wB97M-V/def2-TZVPD) results for a cluster of 2 separate species, C3H3ClN2OS in total.

net charge	0
energy	-31541.82695	eV
multiplicity	1
energy relative to the best compared isomer or geometry (same formula, charge and spin)	2.7071	eV
HOMO level (alpha / beta)	-9.6 / -8.9	eV
gap between HOMO and LUMO (alpha / beta)	7.13 / 5.40	eV

Atoms and positions in Å:
C (-1.34, 0.20, -1.18)
C (-1.46, 0.29, 0.25)
C (0.51, -0.42, -0.31)
N (-0.10, -0.22, -1.47)
N (-0.29, -0.21, 0.71)
O (2.16, -1.42, 1.23)
S (2.21, -0.84, -0.16)
Cl (2.50, 2.27, 0.04)
H (-2.21, 0.20, -1.80)
H (-2.05, 0.64, 1.11)
H (0.07, -0.49, 1.58)

---

(4)
DFT (wB97M-V/def2-TZVPD) results for an isolated molecule of C3H3ClN2OS.

net charge	0
structure (SMILES)	[H]/N=c1/[nH]c(Cl)c(S)o1
energy	-31544.19646	eV
multiplicity	1
energy relative to the best compared isomer or geometry (same formula, charge and spin)	0.3376	eV
HOMO level	-7.9	eV
gap between HOMO and LUMO	8.47	eV

Atoms and positions in Å:
H (-3.51, 0.86, 0.01)
N (-3.17, -0.08, -0.01)
C (-1.90, -0.07, 0.00)
N (-1.06, -1.15, 0.00)
C (0.26, -0.70, 0.00)
Cl (1.58, -1.77, 0.00)
C (0.24, 0.64, 0.01)
S (1.50, 1.83, 0.00)
O (-1.08, 1.05, 0.01)
H (-1.40, -2.08, 0.00)
H (0.66, 2.87, 0.00)